Entry 1:
This record from the OMol25 dataset describes one molecule with the formula C17H18O4. The level of theory is ωB97M-V/def2-TZVPD.

As for the molar mass: 286.327 g mol⁻¹. For the HOMO-LUMO gap, the calculation gives 8.90 eV. Its energy above the lowest of the compared OMol25 structures with the same formula, charge and spin is 32.6 kJ/mol. Its SMILES is COc1ccc(C(=O)CCc2ccccc2O)c(OC)c1. The LUMO energy comes out at 0.515 eV. For the calculated total energy, the calculation gives -26110.515 eV.

The geometry in XYZ format:
```
39
C17H18O4 (ωB97M-V/def2-TZVPD)
C 1.705 3.335 3.517
O 2.228 2.796 2.326
C 1.743 1.610 1.881
C 0.740 0.869 2.497
C 0.355 -0.330 1.934
C 0.910 -0.815 0.755
C 0.406 -2.126 0.278
O 0.094 -2.990 1.069
C 0.257 -2.336 -1.214
C -0.463 -1.186 -1.920
C -1.874 -0.911 -1.447
C -2.557 -1.738 -0.569
C -3.850 -1.449 -0.165
C -4.487 -0.318 -0.641
C -3.830 0.518 -1.522
C -2.534 0.226 -1.929
O -1.955 1.094 -2.810
C 1.930 -0.064 0.137
O 2.497 -0.573 -0.991
C 3.607 0.085 -1.554
C 2.333 1.130 0.711
H 0.635 3.546 3.426
H 2.244 4.267 3.680
H 1.873 2.666 4.367
H 0.266 1.207 3.403
H -0.413 -0.924 2.406
H -0.267 -3.280 -1.376
H 1.260 -2.424 -1.634
H -0.488 -1.418 -2.992
H 0.137 -0.280 -1.787
H -2.084 -2.625 -0.182
H -4.355 -2.112 0.520
H -5.495 -0.086 -0.331
H -4.300 1.405 -1.916
H -1.073 0.786 -3.047
H 3.915 -0.532 -2.398
H 4.433 0.161 -0.841
H 3.344 1.084 -1.916
H 3.115 1.732 0.279
```

Löwdin atomic charge list, values in e, 8 entries: -0.083 -0.073 -0.264 -0.011 0.006 -0.083 -0.364 0.092



Entry 2:
This record from the OMol25 dataset describes C17H19BN2O4RhS as an isolated structure. The level of theory is ωB97M-V/def2-TZVPD.

As for the molar mass: 461.134 g mol⁻¹. As for the charge: +1. For the HOMO-LUMO gap (spin up / spin down), the calculation gives 8.04 / 8.03 eV. Its energy above the lowest of the compared OMol25 structures with the same formula, charge and spin is 117.9 kJ/mol. The LUMO energy (spin up / spin down) comes out at -3.137 / -3.272 eV. For the calculated total energy, the calculation gives -43625.420 eV.

The geometry in XYZ format:
```
45
C17H19BN2O4RhS (ωB97M-V/def2-TZVPD)
Rh 0.608 -0.203 -0.666
C 2.848 -1.483 -2.578
S 2.722 -0.991 -0.851
C 3.828 0.440 -0.845
H 2.480 -0.692 -3.228
H 2.251 -2.382 -2.713
H 3.891 -1.707 -2.801
H 4.829 0.126 -0.560
H 3.439 1.156 -0.127
H 3.840 0.895 -1.833
N 0.206 -1.836 3.342
C 0.165 -1.929 1.997
N 0.343 -0.772 1.410
C 0.529 0.152 2.436
C 0.763 1.525 2.379
C 0.907 2.188 3.579
C 0.817 1.513 4.809
C 0.581 0.156 4.876
C 0.441 -0.508 3.661
H 0.080 -2.599 3.984
H -0.007 -2.863 1.486
H 0.826 2.042 1.430
H 1.092 3.253 3.581
H 0.933 2.075 5.725
H 0.507 -0.360 5.823
O -1.513 0.293 -0.784
B -0.992 0.334 -2.112
O -1.523 -0.658 -2.931
C -2.513 -1.237 -2.141
C -3.409 -2.217 -2.494
C -4.333 -2.594 -1.516
C -4.345 -2.012 -0.255
C -3.422 -1.024 0.098
C -2.527 -0.670 -0.876
H -3.405 -2.657 -3.481
H -5.064 -3.355 -1.753
H -5.086 -2.323 0.468
H -3.422 -0.558 1.073
C 0.438 3.691 -2.728
C 0.319 2.311 -2.187
O -0.633 1.573 -2.716
O 1.075 1.850 -1.331
H -0.543 4.117 -2.922
H 0.969 3.630 -3.681
H 1.011 4.310 -2.044
```

Löwdin atomic charge list, values in e, 8 entries: 0.702 -0.341 0.787 -0.332 0.049 0.048 0.056 0.049



Entry 3:
This record from the OMol25 dataset describes one molecule with the formula C17H19ClN2O3S. The level of theory is ωB97M-V/def2-TZVPD.

As for the molar mass: 366.870 g mol⁻¹. For the HOMO-LUMO gap, the calculation gives 8.67 eV. Its energy above the lowest of the compared OMol25 structures with the same formula, charge and spin is 40.3 kJ/mol. Its SMILES is CCOC(=O)CNC(=S)N(Cc1ccco1)Cc1ccccc1Cl. The LUMO energy comes out at 0.665 eV. For the calculated total energy, the calculation gives -50417.994 eV.

The geometry in XYZ format:
```
43
C17H19ClN2O3S (ωB97M-V/def2-TZVPD)
C 5.228 0.871 1.090
C 5.484 0.200 -0.250
O 4.718 -1.004 -0.369
C 3.458 -0.884 -0.751
O 2.924 0.136 -1.107
C 2.734 -2.233 -0.738
N 1.308 -2.018 -0.676
C 0.811 -1.388 0.435
S 1.741 -1.259 1.800
N -0.471 -0.960 0.392
C -0.958 -0.062 1.420
C -1.059 1.335 0.904
C -0.210 2.063 0.122
C -0.839 3.317 -0.077
C -2.018 3.256 0.598
O -2.163 2.057 1.193
C -1.248 -1.073 -0.837
C -2.707 -0.784 -0.620
C -3.291 0.366 -1.133
C -4.632 0.637 -0.932
C -5.415 -0.250 -0.213
C -4.858 -1.408 0.300
C -3.513 -1.670 0.093
Cl -2.825 -3.120 0.745
H 5.842 1.762 1.178
H 4.181 1.151 1.171
H 5.464 0.188 1.902
H 6.525 -0.117 -0.345
H 5.219 0.871 -1.074
H 3.062 -2.805 0.132
H 2.974 -2.786 -1.647
H 0.915 -1.719 -1.558
H -0.242 -0.118 2.249
H -1.936 -0.386 1.785
H 0.742 1.749 -0.257
H -0.460 4.145 -0.640
H -2.808 3.967 0.732
H -0.862 -0.378 -1.597
H -1.152 -2.101 -1.203
H -2.680 1.061 -1.692
H -5.064 1.540 -1.334
H -6.461 -0.043 -0.048
H -5.458 -2.108 0.859
```

Löwdin atomic charge list, values in e, 8 entries: -0.060 -0.207 0.000 -0.542 0.093 -0.138 0.006 -0.771



Entry 4:
This record from the OMol25 dataset describes one molecule with the formula C17H19ClN4O2 in a non-equilibrium geometry. The level of theory is ωB97M-V/def2-TZVPD.

As for the molar mass: 346.818 g mol⁻¹. For the HOMO-LUMO gap, the calculation gives 8.20 eV. Its energy above the lowest of the compared OMol25 structures with the same formula, charge and spin is 379.5 kJ/mol. Its SMILES is CC(=O)c1ccc2c(c1)Oc1cnnc(Cl)c1N2CCCN(C)C. The LUMO energy comes out at -0.033 eV. For the calculated total energy, the calculation gives -40512.894 eV.

The geometry in XYZ format:
```
43
C17H19ClN4O2 (ωB97M-V/def2-TZVPD)
C 1.730 5.211 2.124
C 1.321 4.646 0.758
O 1.709 5.272 -0.216
C 0.549 3.406 0.634
C -0.037 3.026 -0.548
C -0.692 1.792 -0.682
C -0.768 0.883 0.348
C -0.247 1.285 1.583
C 0.436 2.526 1.721
O -0.276 0.436 2.670
C -1.123 -0.686 2.569
C -1.395 -1.498 3.691
N -2.221 -2.550 3.632
N -2.862 -2.811 2.474
C -2.594 -2.141 1.350
Cl -3.394 -2.709 -0.101
C -1.677 -1.085 1.360
N -1.271 -0.426 0.189
C -0.797 -1.162 -1.022
C 0.493 -1.989 -0.814
C 1.747 -1.352 -1.367
N 2.250 -0.239 -0.493
C 3.115 0.739 -1.140
C 2.744 -0.616 0.870
H 0.855 5.478 2.707
H 2.321 4.451 2.635
H 2.331 6.146 2.005
H 0.001 3.669 -1.433
H -1.046 1.534 -1.661
H 0.887 2.721 2.712
H -0.860 -1.301 4.641
H -1.558 -1.857 -1.351
H -0.649 -0.487 -1.868
H 0.632 -2.269 0.209
H 0.391 -2.964 -1.302
H 2.506 -2.129 -1.438
H 1.491 -0.986 -2.387
H 3.531 1.459 -0.419
H 2.585 1.279 -1.943
H 3.927 0.188 -1.610
H 1.927 -1.021 1.458
H 3.562 -1.368 0.818
H 3.182 0.253 1.390
```

Löwdin atomic charge list, values in e, 8 entries: -0.017 -0.395 0.069 -0.180 -0.007 0.005 -0.153 -0.159



Entry 5:
This record from the OMol25 dataset describes C17H19MgNPS as an isolated structure in a non-equilibrium geometry. The level of theory is ωB97M-V/def2-TZVPD.

As for the molar mass: 324.692 g mol⁻¹. As for the charge: -1. For the HOMO-LUMO gap (spin up / spin down), the calculation gives 2.89 / 2.87 eV. Its energy above the lowest of the compared OMol25 structures with the same formula, charge and spin is 0.0 kJ/mol. The LUMO energy (spin up / spin down) comes out at 2.317 / 2.319 eV. For the calculated total energy, the calculation gives -44991.499 eV.

The geometry in XYZ format:
```
40
C17H19MgNPS (ωB97M-V/def2-TZVPD)
C 0.263 0.119 -4.662
C -0.718 -0.804 -5.167
C -0.421 -2.126 -4.709
C 0.767 -2.018 -3.925
C 1.217 -0.631 -3.875
Mg 1.018 1.392 -2.108
P -0.446 3.500 -2.481
H 0.345 1.204 -4.868
H -1.591 -0.514 -5.739
H -1.026 -3.031 -4.871
H 2.233 -0.293 -3.612
H 1.264 -2.826 -3.402
H -1.604 3.717 -1.644
H -1.060 3.936 -3.742
H 0.296 4.700 -2.125
N 0.326 0.492 -0.341
S 0.337 -0.877 0.520
C 1.393 -0.470 1.905
C 2.617 -1.145 2.001
C 3.580 -0.671 2.897
C 3.351 0.474 3.664
C 2.112 1.110 3.574
C 1.119 0.629 2.713
C -1.245 -0.807 1.361
C -2.290 -0.035 0.855
C -3.473 0.101 1.607
C -3.613 -0.583 2.821
C -2.594 -1.428 3.276
C -1.410 -1.553 2.539
H 0.078 1.192 0.372
H 2.768 -2.026 1.382
H 4.521 -1.198 2.998
H 4.124 0.866 4.329
H 1.898 1.987 4.178
H 0.130 1.087 2.667
H -2.157 0.438 -0.118
H -4.283 0.741 1.246
H -4.512 -0.439 3.427
H -2.708 -1.991 4.206
H -0.609 -2.220 2.853
```

Löwdin atomic charge list, values in e, 8 entries: -0.259 -0.207 -0.193 -0.207 -0.303 0.096 0.500 0.042



Entry 6:
This record from the OMol25 dataset describes a 2-piece molecular cluster, C17H19N overall in a non-equilibrium geometry. The level of theory is ωB97M-V/def2-TZVPD.

The multiplicity is 2. As for the molar mass: 237.346 g mol⁻¹. As for the charge: -1. For the HOMO-LUMO gap (spin up / spin down), the calculation gives 2.83 / 6.38 eV. Its expectation value of S² is 0.77. Its energy above the lowest of the compared OMol25 structures with the same formula, charge and spin is 163.6 kJ/mol. The LUMO energy (spin up / spin down) comes out at 3.318 / 3.273 eV. For the calculated total energy, the calculation gives -19424.510 eV.

The geometry in XYZ format:
```
37
C17H19N (ωB97M-V/def2-TZVPD)
C 1.401 3.497 0.913
C 1.513 0.907 -1.801
C 2.801 0.333 -1.734
C 1.201 1.909 -0.954
C 1.962 2.279 0.183
C 3.653 0.789 -0.705
C 3.127 1.582 0.348
H 0.783 0.360 -2.376
H 3.121 -0.373 -2.487
H 0.193 2.300 -1.016
H 4.704 0.487 -0.685
H 0.309 3.527 0.845
H 1.848 4.387 0.518
H 3.795 1.704 1.199
H 1.680 3.482 2.032
C 0.034 -2.741 -0.516
C -1.026 -3.858 -1.020
C -0.729 -1.500 -0.557
C -1.098 -0.777 -1.665
C -1.356 -0.940 0.599
C -2.089 0.189 0.170
C -1.399 -1.410 1.936
C -2.655 1.100 1.104
C -2.116 -0.603 2.818
C -2.777 0.536 2.392
N -1.917 0.336 -1.170
H 0.258 -3.064 0.543
H 0.972 -3.004 -1.010
H -1.575 -3.505 -1.906
H -1.158 -0.679 -2.752
H -2.238 1.054 -1.783
H -0.751 -2.098 2.454
H -2.855 2.122 0.806
H -2.120 -0.948 3.864
H -3.122 1.270 3.165
H -1.921 -3.909 -0.433
H -0.448 -4.739 -1.321
```

Löwdin atomic charge list, values in e, 8 entries: -0.055 -0.107 -0.083 -0.073 -0.261 -0.094 -0.075 0.067



Entry 7:
This record from the OMol25 dataset describes a 2-piece molecular cluster, C17H19N overall in a non-equilibrium geometry. The level of theory is ωB97M-V/def2-TZVPD.

As for the molar mass: 237.346 g mol⁻¹. For the HOMO-LUMO gap, the calculation gives 8.42 eV. Its energy above the lowest of the compared OMol25 structures with the same formula, charge and spin is 371.5 kJ/mol. Its SMILES is CCc1c[nH]c2ccccc12.Cc1ccccc1. The LUMO energy comes out at 0.747 eV. For the calculated total energy, the calculation gives -19424.053 eV.

The geometry in XYZ format:
```
37
C17H19N (ωB97M-V/def2-TZVPD)
C 4.598 -0.132 -3.373
C 2.910 -0.103 -3.365
C 2.561 -0.625 -2.007
C 1.965 -1.866 -1.773
N 1.361 -1.909 -0.545
C 1.317 -0.652 -0.067
C 0.344 -0.024 0.950
C 0.317 1.361 1.068
C 1.052 2.153 0.151
C 2.027 1.621 -0.685
C 2.113 0.239 -0.917
H 4.928 -0.521 -2.377
H 4.940 0.879 -3.482
H 4.740 -0.705 -4.354
H 2.370 0.893 -3.621
H 2.736 -0.848 -4.123
H 2.091 -2.761 -2.320
H 1.106 -2.723 -0.053
H 0.106 -0.667 1.712
H -0.359 1.587 1.788
H 0.831 3.242 0.046
H 2.728 2.471 -1.037
C -2.444 -2.132 1.370
C -2.849 -0.702 1.628
C -2.562 -0.213 2.931
C -3.060 1.027 3.337
C -3.813 1.845 2.511
C -4.017 1.381 1.165
C -3.440 0.220 0.665
H -3.210 -2.724 2.005
H -1.413 -2.442 1.740
H -2.684 -2.466 0.328
H -2.179 -0.969 3.614
H -2.842 1.437 4.321
H -4.089 2.815 2.679
H -4.494 2.168 0.482
H -3.685 -0.151 -0.391
```

Löwdin atomic charge list, values in e, 8 entries: -0.068 -0.164 -0.228 -0.056 0.062 -0.148 0.009 -0.084



Entry 8:
This record from the OMol25 dataset describes C17H19N11O2Se2Yb as an isolated structure in a non-equilibrium geometry. The level of theory is ωB97M-V/def2-TZVPD.

The multiplicity is 2. As for the molar mass: 740.374 g mol⁻¹. As for the charge: -1. For the HOMO-LUMO gap (spin up / spin down), the calculation gives 3.86 / 5.81 eV. Its expectation value of S² is 0.77. Its energy above the lowest of the compared OMol25 structures with the same formula, charge and spin is 162.1 kJ/mol. The LUMO energy (spin up / spin down) comes out at 1.580 / 1.575 eV. For the calculated total energy, the calculation gives -200645.846 eV.

The geometry in XYZ format:
```
52
C17H19N11O2Se2Yb (ωB97M-V/def2-TZVPD)
Yb 7.671 9.610 9.491
N 5.473 12.674 9.409
C 5.273 11.707 10.368
N 4.309 11.954 11.260
N 4.245 10.860 12.040
N 5.159 9.995 11.631
N 5.775 10.471 10.549
C 6.302 12.560 8.347
N 6.290 13.422 7.340
N 7.226 12.878 6.483
N 7.730 11.837 6.986
N 7.117 11.515 8.161
H 4.943 13.543 9.509
O 9.100 6.160 15.962
C 7.903 7.020 15.879
C 7.592 7.100 14.382
C 6.488 8.198 14.150
O 5.335 7.941 14.901
C 8.909 7.409 13.569
Se 8.569 7.267 11.545
C 7.112 5.760 13.954
Se 7.193 5.401 12.000
H 9.541 6.198 16.830
H 8.102 8.083 16.141
H 7.110 6.586 16.456
H 6.399 8.215 13.049
H 7.013 9.169 14.447
H 4.689 8.579 14.523
H 9.634 6.594 13.639
H 9.396 8.323 13.852
H 6.000 5.604 14.214
H 7.713 5.014 14.371
C 11.148 8.156 6.452
C 10.583 6.958 5.911
C 9.270 6.529 6.281
C 8.549 7.293 7.262
N 9.122 8.451 7.768
C 10.327 8.845 7.350
C 7.164 6.945 7.732
C 6.544 5.743 7.304
C 5.219 5.574 7.524
C 4.509 6.452 8.303
C 5.236 7.496 8.913
N 6.463 7.873 8.475
H 12.085 8.653 6.068
H 11.146 6.312 5.211
H 8.933 5.561 5.869
H 10.748 9.806 7.683
H 7.189 5.088 6.748
H 4.686 4.796 6.955
H 3.458 6.271 8.437
H 4.722 8.053 9.734
```

Löwdin atomic charge list, values in e, 8 entries: 1.163 0.111 -0.467 -0.003 -0.104 -0.117 -0.136 -0.543



- calculated total energy of number 8 (C17H19N11O2Se2Yb)?
  -200645.846 eV



- What is the formula in the fifth record?
  C17H19MgNPS



Copy entry 7 word for word.
This record from the OMol25 dataset describes a 2-piece molecular cluster, C17H19N overall in a non-equilibrium geometry. The level of theory is ωB97M-V/def2-TZVPD.

As for the molar mass: 237.346 g mol⁻¹. For the HOMO-LUMO gap, the calculation gives 8.42 eV. Its energy above the lowest of the compared OMol25 structures with the same formula, charge and spin is 371.5 kJ/mol. Its SMILES is CCc1c[nH]c2ccccc12.Cc1ccccc1. The LUMO energy comes out at 0.747 eV. For the calculated total energy, the calculation gives -19424.053 eV.

The geometry in XYZ format:
```
37
C17H19N (ωB97M-V/def2-TZVPD)
C 4.598 -0.132 -3.373
C 2.910 -0.103 -3.365
C 2.561 -0.625 -2.007
C 1.965 -1.866 -1.773
N 1.361 -1.909 -0.545
C 1.317 -0.652 -0.067
C 0.344 -0.024 0.950
C 0.317 1.361 1.068
C 1.052 2.153 0.151
C 2.027 1.621 -0.685
C 2.113 0.239 -0.917
H 4.928 -0.521 -2.377
H 4.940 0.879 -3.482
H 4.740 -0.705 -4.354
H 2.370 0.893 -3.621
H 2.736 -0.848 -4.123
H 2.091 -2.761 -2.320
H 1.106 -2.723 -0.053
H 0.106 -0.667 1.712
H -0.359 1.587 1.788
H 0.831 3.242 0.046
H 2.728 2.471 -1.037
C -2.444 -2.132 1.370
C -2.849 -0.702 1.628
C -2.562 -0.213 2.931
C -3.060 1.027 3.337
C -3.813 1.845 2.511
C -4.017 1.381 1.165
C -3.440 0.220 0.665
H -3.210 -2.724 2.005
H -1.413 -2.442 1.740
H -2.684 -2.466 0.328
H -2.179 -0.969 3.614
H -2.842 1.437 4.321
H -4.089 2.815 2.679
H -4.494 2.168 0.482
H -3.685 -0.151 -0.391
```

Löwdin atomic charge list, values in e, 8 entries: -0.068 -0.164 -0.228 -0.056 0.062 -0.148 0.009 -0.084